[1]
Entry from OMol25: C39H37IrN5O3S2 as an isolated structure in a non-equilibrium geometry (the ωB97M-V functional and the def2-TZVPD basis).

CARTESIAN COORDINATES (ANGSTROEM)
1 C -0.2269 0.0145 -2.3275
2 C 2.3429 3.8127 -3.3579
3 C -2.8051 -3.8131 1.7396
4 H 2.6160 1.7223 -2.9414
5 S 1.2486 1.3178 -0.4120
6 C -5.0229 -4.3397 2.8299
7 C 2.1835 2.6607 -2.6147
8 H -5.9562 -3.8424 2.5579
9 C -2.6118 -0.5021 -2.1053
10 C 4.4547 -0.0264 3.3699
11 H -3.8897 0.5621 0.8772
12 H -2.8570 -4.7692 1.2322
13 C -3.7820 -1.0819 -2.6312
14 H 0.7827 6.0426 -1.3309
15 C -1.6951 -3.0022 1.5536
16 N 4.5324 -6.5117 -4.1332
17 H -1.4046 -1.0062 -3.8132
18 H 2.8478 6.8822 -3.2763
19 H 5.0265 -6.9234 -4.9111
20 C -4.9712 -1.0480 -1.9139
21 C -2.6598 -1.3738 3.0705
22 H 6.8041 -1.6287 3.3115
23 C -1.6456 -1.7818 2.2123
24 H -0.8877 -3.3114 0.8997
25 H -5.9344 -0.4250 -0.1017
26 C -3.1543 5.2236 1.5614
27 C 1.4847 2.7447 -1.4115
28 H 0.5044 4.0113 0.0487
29 C -3.1899 4.6154 0.2943
30 H -3.5926 6.2034 1.7018
31 C 0.9953 3.9578 -0.9206
32 C -0.7233 1.4298 3.3515
33 C -1.9820 3.2989 2.4401
34 N 4.1411 -4.5545 -5.2759
35 H 0.6901 0.0048 -2.9053
36 O 2.3374 0.3305 -0.8539
37 C 5.8689 -2.1150 3.5776
38 C -3.7534 -2.2024 3.2391
39 H 2.3163 6.0809 -4.7465
40 N 3.4131 -4.8400 -3.0805
41 C -2.5615 4.5766 2.6147
42 H -0.2410 0.9366 4.1898
43 C -3.8526 0.1159 -0.1101
44 C -2.0343 2.6707 1.1611
45 H 4.5880 0.6638 2.5385
46 C -2.6370 3.3718 0.0916
47 H -4.5549 -1.8964 3.9018
48 H -4.9489 -5.2707 2.2722
49 C -1.4097 1.3856 0.9941
50 H -3.6626 5.1324 -0.5331
51 Ir 2.1990 -1.7371 -0.3544
52 C -1.4046 -0.5451 -2.8297
53 C -5.0040 -0.4523 -0.6581
54 H -2.5220 5.0409 3.5939
55 N 2.4682 -3.0586 -1.7533
56 H 1.1561 6.9272 -3.6962
57 C -0.7816 0.8067 2.1080
58 S -0.1447 -0.8434 2.0525
59 H -2.6090 -0.4318 3.6038
60 H 4.5955 -4.9071 -6.1057
61 C 1.1602 5.0909 -1.6880
62 H -3.7437 -1.5612 -3.6045
63 C -0.2633 0.6302 -1.0968
64 H 3.7636 -3.6252 -5.3165
65 C 2.0400 6.2905 -3.7165
66 C 4.0377 -5.2915 -4.1809
67 H 4.4356 -7.0613 -3.2956
68 H -1.3127 3.1438 4.4852
69 C 2.9390 -3.8884 -2.4707
70 O 3.0519 -1.3633 1.4630
71 C -1.3288 2.6596 3.5140
72 H 3.4314 0.0466 3.7343
73 H 2.8814 3.7694 -4.2967
74 H 5.8959 -3.1508 3.2496
75 C 4.0350 -1.9612 2.0148
76 C 1.8357 5.0430 -2.9170
77 H 5.1383 0.2391 4.1690
78 C -1.4427 0.6932 -0.3060
79 H 5.7520 -2.0871 4.6579
80 N 4.7434 -1.4031 2.9412
81 H -5.1085 -4.5797 3.8906
82 C -3.8425 -3.4377 2.5900
83 H -5.8728 -1.4829 -2.3299
84 H 4.2999 -2.9844 1.7493
85 O 0.3105 -1.0873 0.6019
86 C -2.6510 0.1238 -0.8290
87 H -2.6687 2.9323 -0.8983

Summary:
spin multiplicity: 2
net charge: +4
LUMO level (alpha / beta): -0.4600 / -0.4923 Ha
relative energy (zero: lowest compared OMol25 entry of this formula, charge and spin): 217.9 kJ/mol
<S²>: 1.19
strongest force on any atom: 2.546 eV Å⁻¹
DFT total energy: -2907.06050 hartree
HOMO-LUMO gap (alpha / beta): 4.6 / 3.6 eV

[2]
Entry from OMol25: C5H11NO as an isolated structure in a non-equilibrium geometry (the ωB97M-V functional and the def2-TZVPD basis).

CARTESIAN COORDINATES (ANGSTROEM)
1 H -3.0677 -1.5318 -0.7817
2 C 0.8685 1.1469 -1.3677
3 H -0.6370 -1.1760 1.1087
4 H -3.7020 -0.3502 0.2172
5 C 2.0702 0.1339 0.7436
6 O -1.9812 0.9362 -0.8720
7 H -0.1562 1.2125 -1.6519
8 H 1.3334 1.9731 -1.9136
9 H 1.1213 0.2697 -1.8221
10 H -2.6143 -1.6501 0.9081
11 H 2.9728 0.0221 0.0670
12 N -1.7831 -0.0909 -0.1701
13 C -0.5973 -0.3257 0.3689
14 H 1.6011 -0.8063 0.9514
15 H 0.5332 1.7966 0.6916
16 H 2.4514 0.5249 1.6603
17 C 0.9475 0.9688 0.1679
18 C -2.8547 -0.9788 0.0574

Summary:
spin multiplicity: 3
LUMO level (alpha / beta): 0.0397 / -0.0405 Ha
relative energy (zero: lowest compared OMol25 entry of this formula, charge and spin): 161.4 kJ/mol
<S²>: 2.01
strongest force on any atom: 7.591 eV Å⁻¹
DFT total energy: -326.82921 hartree
HOMO-LUMO gap (alpha / beta): 6.8 / 8.6 eV

[3]
Entry from OMol25: an isolated ion of composition C7H14N and charge +1 in a non-equilibrium geometry (the ωB97M-V functional and the def2-TZVPD basis).

CARTESIAN COORDINATES (ANGSTROEM)
1 H -2.7737 1.5376 0.2521
2 H -1.8456 2.5951 -0.5113
3 H 2.0808 -0.2583 1.5552
4 C -1.7416 1.7120 0.0405
5 C -1.0824 -0.6529 -0.1398
6 C -1.1676 0.6396 -0.8743
7 C 1.3301 -0.8774 -0.2904
8 H -1.1661 1.8407 1.0144
9 H -2.5118 -1.4242 1.4456
10 H -1.6025 0.5550 -1.8988
11 H 1.5896 -0.9044 -1.2889
12 H 3.9035 -0.3066 -0.8784
13 H 4.4705 0.4958 0.4427
14 N -2.3474 -1.2754 0.3821
15 H -2.3211 -2.2003 -0.1462
16 H 3.1231 1.1684 -0.6768
17 C 2.2632 -0.3275 0.5150
18 H -0.0682 0.9704 -1.1106
19 H -3.1706 -0.7976 0.0032
20 C 0.0373 -1.3753 0.1521
21 C 3.5033 0.2565 -0.0542
22 H -0.1953 -2.3474 0.5114

Summary:
net charge: +1
LUMO level: -0.1359 Ha
relative energy (zero: lowest compared OMol25 entry of this formula, charge and spin): 185.1 kJ/mol
strongest force on any atom: 3.609 eV Å⁻¹
DFT total energy: -329.53703 hartree
structure (SMILES): C/C=C/C=C(/[NH3+])CC
HOMO-LUMO gap: 9.0 eV